Entry 1:
Here is a cluster of 11 separate species, C32H77Cl4F3O26S8 in total in a non-equilibrium geometry from the Open Molecules 2025 dataset. Energies are from the ωB97M-V functional and the def2-TZVPD basis.

## Properties
Energy = -232587.82848 eV
Lowest unoccupied orbital energy = -0.1 eV

The geometry in ORCA input format:
```
! wB97M-V def2-TZVPD RIJCOSX def2/J DEFGRID3
* xyz 0 1
O -0.754 -5.089 1.410
S -0.350 -6.413 1.705
O -0.765 -7.452 0.810
O 1.244 -6.359 1.723
C 1.917 -7.659 1.932
C 3.109 -7.762 0.993
C -0.643 -6.752 3.410
H 1.131 -8.345 1.782
H 2.341 -7.671 2.930
H 3.625 -6.853 1.136
H 2.807 -7.791 -0.034
H 3.771 -8.521 1.342
H 0.083 -6.200 4.075
H -0.348 -7.811 3.469
H -1.681 -6.542 3.617
O -1.785 1.479 4.050
S -2.242 2.051 2.788
O -2.565 1.163 1.700
O -3.550 2.920 3.022
C -3.496 3.818 4.155
C -4.893 4.052 4.734
C -1.091 3.224 2.138
H -3.065 4.754 3.744
H -2.800 3.472 4.918
H -4.781 4.624 5.645
H -5.406 3.136 5.093
H -5.495 4.541 3.927
H -1.461 3.464 1.130
H -0.137 2.692 2.227
H -1.011 4.122 2.695
O -6.485 -0.453 0.227
S -6.850 -0.383 1.593
O -8.175 -0.066 1.974
O -6.608 -1.862 2.230
C -5.495 -2.646 1.725
C -4.160 -2.029 1.802
C -5.826 0.817 2.381
H -5.800 -3.011 0.729
H -5.509 -3.630 2.263
H -3.867 -1.835 2.852
H -3.993 -1.060 1.366
H -3.466 -2.827 1.525
H -6.210 1.730 1.943
H -4.764 0.714 2.118
H -6.006 0.870 3.466
O -2.868 -1.683 -3.564
S -3.588 -1.704 -2.320
O -3.195 -2.746 -1.394
O -3.463 -0.358 -1.551
C -3.707 0.883 -2.232
C -3.936 2.053 -1.323
C -5.228 -1.781 -2.598
H -4.547 0.768 -2.924
H -2.807 1.119 -2.840
H -3.153 2.399 -0.653
H -4.917 1.967 -0.826
H -4.106 2.795 -2.130
H -5.470 -1.138 -3.421
H -5.675 -1.349 -1.696
H -5.536 -2.797 -2.809
O 1.033 -2.367 -8.761
S -0.182 -2.150 -8.098
O -0.890 -3.299 -7.612
O 0.163 -1.222 -6.884
C -0.731 -1.109 -5.803
C -0.276 -0.041 -4.859
C -1.259 -1.205 -9.100
H -0.794 -2.058 -5.367
H -1.711 -0.779 -6.174
H -0.461 0.950 -5.341
H 0.778 -0.060 -4.495
H -1.043 -0.038 -4.064
H -2.209 -1.125 -8.576
H -1.303 -1.812 -9.959
H -0.853 -0.213 -9.381
O 1.947 2.610 3.778
S 2.514 1.446 4.399
O 3.459 0.638 3.658
O 3.231 1.888 5.728
C 2.608 2.800 6.579
C 3.375 2.676 7.894
C 1.238 0.459 4.923
H 1.554 2.449 6.750
H 2.523 3.761 6.090
H 4.449 2.984 7.860
H 3.308 1.677 8.264
H 2.762 3.339 8.607
H 0.629 1.007 5.650
H 1.654 -0.444 5.301
H 0.755 0.287 3.965
O 4.653 3.698 -1.355
S 5.307 3.306 -0.154
O 6.719 3.395 0.086
O 4.565 4.125 0.917
C 4.733 3.702 2.226
C 4.403 4.913 3.091
C 4.773 1.644 0.047
H 5.728 3.345 2.500
H 3.971 2.879 2.310
H 5.269 5.593 3.164
H 4.246 4.521 4.125
H 3.546 5.460 2.661
H 5.120 1.182 0.920
H 5.108 1.178 -0.837
H 3.670 1.626 -0.009
O 0.668 0.498 1.652
S 0.981 -0.237 0.416
O 1.534 0.449 -0.700
O 2.009 -1.382 0.710
C 1.603 -2.308 1.720
C 2.650 -3.457 1.644
C -0.566 -1.068 -0.042
H 0.596 -2.703 1.637
H 1.752 -1.790 2.627
H 3.650 -3.159 2.050
H 2.803 -3.683 0.590
H 2.230 -4.321 2.158
H -1.067 -1.323 0.903
H -0.515 -1.798 -0.797
H -1.107 -0.165 -0.354
C 3.311 0.972 -3.506
C 3.893 1.355 -4.812
O 3.791 2.684 -5.159
C 2.550 3.178 -5.462
O 1.524 2.551 -5.578
C 2.577 4.682 -5.409
F 2.331 4.982 -4.105
F 3.708 5.275 -5.737
F 1.611 5.248 -6.134
H 3.760 1.606 -2.736
H 3.574 -0.085 -3.316
H 2.198 0.997 -3.421
H 3.515 0.666 -5.632
H 4.942 1.084 -4.708
Cl -0.466 3.423 -1.986
C 1.280 3.581 -1.263
C 1.637 4.990 -0.960
Cl 0.766 5.702 0.358
H 1.904 3.207 -2.064
H 1.208 2.963 -0.399
H 1.469 5.626 -1.835
H 2.743 4.937 -0.719
Cl 1.285 -5.457 -1.687
C 0.185 -4.409 -2.694
C 0.693 -2.991 -2.893
Cl 2.056 -2.903 -4.040
H -0.744 -4.371 -2.119
H 0.109 -4.863 -3.642
H 1.005 -2.521 -1.985
H -0.011 -2.330 -3.415
*
```

Mulliken population analysis, charges in e, atoms 1 to 99: atom 1 (O): -0.29, atom 2 (S): 0.83, atom 3 (O): -0.59, atom 4 (O): -0.16, atom 5 (C): -0.36, atom 6 (C): -1.33, atom 7 (C): -1.02, atom 8 (H): 0.57, atom 9 (H): 0.25, atom 10 (H): 0.30, atom 11 (H): 0.31, atom 12 (H): 0.41, atom 13 (H): 0.26, atom 14 (H): 0.39, atom 15 (H): 0.43, atom 16 (O): -0.77, atom 17 (S): 1.45, atom 18 (O): -0.56, atom 19 (O): -0.07, atom 20 (C): -0.28, atom 21 (C): -1.24, atom 22 (C): -0.72, atom 23 (H): 0.28, atom 24 (H): 0.41, atom 25 (H): 0.43, atom 26 (H): 0.27, atom 27 (H): 0.28, atom 28 (H): 0.26, atom 29 (H): -0.17, atom 30 (H): 0.62, atom 31 (O): -0.70, atom 32 (S): 1.26, atom 33 (O): -0.68, atom 34 (O): -0.41, atom 35 (C): -0.42, atom 36 (C): 0.05, atom 37 (C): -0.19, atom 38 (H): 0.22, atom 39 (H): 0.34, atom 40 (H): 0.38, atom 41 (H): -0.49, atom 42 (H): 0.20, atom 43 (H): 0.35, atom 44 (H): -0.44, atom 45 (H): 0.36, atom 46 (O): -0.49, atom 47 (S): 1.16, atom 48 (O): -0.66, atom 49 (O): 0.07, atom 50 (C): 0.03, atom 51 (C): -1.00, atom 52 (C): -1.06, atom 53 (H): 0.54, atom 54 (H): -0.22, atom 55 (H): -0.11, atom 56 (H): 0.26, atom 57 (H): 0.48, atom 58 (H): 0.46, atom 59 (H): 0.26, atom 60 (H): 0.41, atom 61 (O): -0.64, atom 62 (S): 1.23, atom 63 (O): -0.66, atom 64 (O): -0.17, atom 65 (C): -0.56, atom 66 (C): -0.21, atom 67 (C): -1.01, atom 68 (H): 0.45, atom 69 (H): 0.33, atom 70 (H): 0.57, atom 71 (H): -0.23, atom 72 (H): -0.06, atom 73 (H): 0.32, atom 74 (H): 0.43, atom 75 (H): 0.30, atom 76 (O): -0.50, atom 77 (S): 1.23, atom 78 (O): -0.70, atom 79 (O): -0.21, atom 80 (C): -0.06, atom 81 (C): -1.27, atom 82 (C): -0.36, atom 83 (H): 0.20, atom 84 (H): 0.34, atom 85 (H): 0.31, atom 86 (H): 0.32, atom 87 (H): 0.36, atom 88 (H): 0.42, atom 89 (H): 0.35, atom 90 (H): -0.30, atom 91 (O): -0.55, atom 92 (S): 1.15, atom 93 (O): -0.74, atom 94 (O): -0.26, atom 95 (C): 0.11, atom 96 (C): -1.16, atom 97 (C): -1.19, atom 98 (H): 0.43, atom 99 (H): -0.05

=====

Entry 2:
Here is a structure of composition C9H20BeBr4Cl6F3LiNO11S2 in a non-equilibrium geometry from the Open Molecules 2025 dataset. Energies are from the ωB97M-V functional and the def2-TZVPD basis.

## Properties
Energy = -419386.91389 eV
Lowest unoccupied orbital energy = -1.5 eV

The geometry in ORCA input format:
```
! wB97M-V def2-TZVPD RIJCOSX def2/J DEFGRID3
* xyz -1 1
C -0.734 0.297 -0.997
C -1.174 1.777 -1.158
C -1.969 1.951 -2.470
Cl -1.389 3.462 -3.288
N -3.451 2.174 -2.295
C -4.103 1.386 -1.200
S -4.063 -0.448 -1.435
O -5.425 -0.883 -1.557
O -3.508 -1.097 -0.293
H -1.027 -0.122 -0.025
H 0.365 0.238 -1.133
H -1.181 -0.339 -1.764
H -1.665 2.190 -0.272
H -0.210 2.346 -1.274
H -1.730 1.147 -3.167
H -3.891 1.895 -3.182
H -3.623 3.185 -2.230
H -3.761 1.679 -0.198
H -5.167 1.651 -1.225
H -3.431 -0.826 -2.595
C -3.982 3.495 2.052
O -3.192 2.369 1.924
H -3.532 4.396 1.622
H -4.975 3.454 1.574
H -4.223 3.810 3.074
Li 1.079 -0.693 -0.141
C -7.151 1.806 -3.305
O -6.487 3.076 -3.288
H -6.399 1.030 -3.208
H -7.845 1.744 -2.465
H -7.689 1.676 -4.244
H -7.167 3.752 -3.370
Br 0.433 -3.163 0.092
Be 1.566 2.917 -2.043
Cl -3.601 0.942 2.824
C 4.921 -3.081 -0.025
Cl 6.173 -3.335 1.153
Cl 4.010 -1.600 0.375
Cl 5.588 -2.968 -1.663
H 4.235 -3.922 0.008
C -0.186 7.586 -3.876
Br -1.492 7.909 -2.493
Br 1.431 6.812 -3.165
Br -0.915 6.515 -5.306
H 0.077 8.546 -4.299
O 6.106 -8.736 1.727
Cl 6.207 -7.294 1.823
O 7.592 -6.900 1.697
O 5.686 -6.849 3.089
O 5.438 -6.687 0.745
C 7.421 -5.630 6.315
F 7.749 -6.109 5.108
F 6.217 -6.153 6.624
F 8.304 -6.166 7.195
S 7.416 -3.776 6.378
O 6.426 -3.393 5.395
O 8.780 -3.420 6.035
O 7.046 -3.486 7.753
*
```

Okay, here come the Mulliken numbers, in e, for every atom: atom 1 (C): -1.29, atom 2 (C): 0.48, atom 3 (C): -0.24, atom 4 (Cl): -0.05, atom 5 (N): -0.11, atom 6 (C): 0.09, atom 7 (S): 0.95, atom 8 (O): -0.58, atom 9 (O): -0.49, atom 10 (H): 0.62, atom 11 (H): 0.10, atom 12 (H): 0.38, atom 13 (H): 0.03, atom 14 (H): -0.35, atom 15 (H): 0.40, atom 16 (H): 0.36, atom 17 (H): 0.50, atom 18 (H): -0.47, atom 19 (H): 0.52, atom 20 (H): 0.15, atom 21 (C): -0.71, atom 22 (O): -0.29, atom 23 (H): 0.30, atom 24 (H): 0.31, atom 25 (H): 0.32, atom 26 (Li): 0.79, atom 27 (C): -0.52, atom 28 (O): -0.51, atom 29 (H): 0.17, atom 30 (H): 0.28, atom 31 (H): 0.31, atom 32 (H): 0.30, atom 33 (Br): -0.74, atom 34 (Be): -0.01, atom 35 (Cl): 0.03, atom 36 (C): 0.07, atom 37 (Cl): -0.02, atom 38 (Cl): -0.19, atom 39 (Cl): -0.17, atom 40 (H): 0.26, atom 41 (C): -0.33, atom 42 (Br): -0.01, atom 43 (Br): 0.00, atom 44 (Br): -0.02, atom 45 (H): 0.35, atom 46 (O): -0.71, atom 47 (Cl): 1.66, atom 48 (O): -0.66, atom 49 (O): -0.60, atom 50 (O): -0.67, atom 51 (C): 0.58, atom 52 (F): -0.19, atom 53 (F): -0.23, atom 54 (F): -0.26, atom 55 (S): 1.10, atom 56 (O): -0.63, atom 57 (O): -0.68, atom 58 (O): -0.69

=====

Entry 3:
Here is a structure of composition C8H12CaF6N3O13 in a non-equilibrium geometry from the Open Molecules 2025 dataset. Energies are from the ωB97M-V functional and the def2-TZVPD basis.

## Properties
Energy = -74315.00556 eV
Lowest unoccupied orbital energy = 7.2 eV
Energy above the lowest of the compared OMol25 structures with the same formula, charge and spin = 0.074 eV

The geometry in ORCA input format:
```
! wB97M-V def2-TZVPD RIJCOSX def2/J DEFGRID3
* xyz -3 1
Ca 0.269 0.255 -0.422
N 0.202 -0.528 3.038
O -0.282 -0.567 1.859
O 1.142 0.241 3.308
O -0.311 -1.299 3.892
N 2.135 0.420 -3.298
O 1.489 -0.477 -3.879
O 1.919 0.678 -2.088
O 2.989 1.078 -3.936
N 0.658 3.414 0.858
O 1.088 3.915 1.921
O 0.696 2.147 0.713
O 0.234 4.120 -0.070
C 1.232 -2.553 -0.566
O 2.071 -1.389 -0.238
O 0.021 -2.112 -0.903
C 1.977 -3.494 -1.586
F 3.036 -4.114 -0.996
F 1.176 -4.494 -2.057
F 2.436 -2.816 -2.658
C 3.195 -1.488 0.645
C 3.851 -0.118 0.746
H 4.547 0.021 1.575
H 4.359 0.148 -0.183
H 3.051 0.607 0.918
H 3.873 -2.250 0.263
H 2.763 -1.623 1.641
H 1.086 -3.255 0.281
C -2.879 1.148 -1.232
O -2.776 0.791 0.157
O -1.600 1.031 -1.653
C -3.878 0.158 -1.897
F -3.705 0.323 -3.240
F -3.665 -1.133 -1.656
F -5.172 0.521 -1.691
C -3.142 1.774 1.121
C -3.519 1.120 2.431
H -3.963 0.139 2.253
H -2.609 0.856 2.975
H -4.161 1.834 2.949
H -4.056 2.287 0.791
H -2.410 2.563 1.316
H -3.368 2.121 -1.401
*
```

Okay, here come the Mulliken numbers, in e, for every atom: atom 1 (Ca): 2.07, atom 2 (N): 0.87, atom 3 (O): -0.46, atom 4 (O): -0.62, atom 5 (O): -0.72, atom 6 (N): 0.85, atom 7 (O): -0.62, atom 8 (O): -0.67, atom 9 (O): -0.73, atom 10 (N): 0.69, atom 11 (O): -0.66, atom 12 (O): -0.66, atom 13 (O): -0.63, atom 14 (C): 0.61, atom 15 (O): 0.03, atom 16 (O): -1.01, atom 17 (C): 0.57, atom 18 (F): -0.31, atom 19 (F): -0.30, atom 20 (F): -0.23, atom 21 (C): -0.38, atom 22 (C): -0.95, atom 23 (H): 0.38, atom 24 (H): 0.32, atom 25 (H): 0.04, atom 26 (H): 0.28, atom 27 (H): 0.30, atom 28 (H): 0.06, atom 29 (C): -0.11, atom 30 (O): -0.12, atom 31 (O): -1.05, atom 32 (C): 0.86, atom 33 (F): -0.29, atom 34 (F): -0.23, atom 35 (F): -0.32, atom 36 (C): -0.17, atom 37 (C): -1.14, atom 38 (H): 0.26, atom 39 (H): 0.17, atom 40 (H): 0.39, atom 41 (H): 0.35, atom 42 (H): 0.19, atom 43 (H): 0.09

=====

Entry 4:
Here is a structure of composition C4H7O3Tm in a non-equilibrium geometry from the Open Molecules 2025 dataset. Energies are from the ωB97M-V functional and the def2-TZVPD basis.

## Properties
Energy = -39897.17494 eV
Lowest unoccupied orbital energy (spin up / spin down) = -12.6 / -15.0 eV

The geometry in ORCA input format:
```
! wB97M-V def2-TZVPD RIJCOSX def2/J DEFGRID3
* xyz 3 4
H 2.195 0.731 -0.644
Tm -1.430 4.716 1.440
O -0.054 2.813 1.462
C 0.342 1.814 0.862
O 1.453 1.264 1.241
C 2.152 0.426 0.400
H 0.534 -1.126 -0.691
H 2.929 -0.131 0.913
O -0.655 -0.948 -2.376
C -0.531 -1.287 -1.216
C -1.471 -2.211 -0.525
H -0.323 1.177 0.129
H -1.412 -3.230 -0.921
H -1.237 -2.204 0.551
H -2.491 -1.807 -0.625
*
```

Okay, here come the Mulliken numbers, in e, for every atom: atom 1 (H): 0.54, atom 2 (Tm): 1.82, atom 3 (O): -0.55, atom 4 (C): 0.62, atom 5 (O): -0.22, atom 6 (C): -0.67, atom 7 (H): 0.38, atom 8 (H): 0.36, atom 9 (O): -0.02, atom 10 (C): 0.38, atom 11 (C): -0.82, atom 12 (H): 0.09, atom 13 (H): 0.38, atom 14 (H): 0.33, atom 15 (H): 0.36

=====

Entry 5:
Here is an isolated molecule of C3H2ClNOS in a non-equilibrium geometry from the Open Molecules 2025 dataset. Energies are from the ωB97M-V functional and the def2-TZVPD basis.

## Properties
Energy = -30036.43508 eV
Lowest unoccupied orbital energy (spin up / spin down) = -1.4 / -1.4 eV
Energy above the lowest of the compared OMol25 structures with the same formula, charge and spin = 1.630 eV

The geometry in ORCA input format:
```
! wB97M-V def2-TZVPD RIJCOSX def2/J DEFGRID3
* xyz 0 1
C -0.330 0.534 0.084
C -0.939 -0.628 -0.547
C 1.114 0.230 0.465
N 1.373 -1.105 0.074
O 1.828 0.926 1.125
S 0.098 -1.853 -0.590
Cl -0.534 2.010 -0.756
H -0.669 0.539 1.051
H -1.941 -0.653 -0.905
*
```

Okay, here come the Mulliken numbers, in e, for every atom: atom 1 (C): 0.26, atom 2 (C): -0.35, atom 3 (C): 0.31, atom 4 (N): -0.49, atom 5 (O): -0.53, atom 6 (S): 0.21, atom 7 (Cl): -0.14, atom 8 (H): 0.34, atom 9 (H): 0.38